Record 1
{
  "formula": "C8H10MgO8P",
  "method": "ωB97M-V/def2-TZVPD",
  "species": ["O", "C", "Mg", "C", "O", "C", "O", "C", "O", "C", "O", "H", "C", "O", "P", "O", "C", "O", "C", "H", "H", "H", "H", "H", "H", "H", "H", "H"],
  "positions_angstrom": [[0.424, 1.782, -7.393], [0.300, 1.084, -6.536], [0.672, -0.349, -2.168], [0.422, -1.650, -0.784], [0.197, -2.533, -0.068], [1.775, 1.014, -0.711], [2.329, 1.747, -0.045], [-0.884, 0.876, -1.739], [-1.794, 1.566, -1.697], [2.589, -0.853, -2.642], [3.624, -1.178, -3.019], [1.177, 1.157, -3.140], [-2.647, -0.805, 0.190], [-2.095, 0.441, 0.416], [-0.393, 0.417, 0.975], [-0.811, 0.585, 2.529], [-1.222, -0.642, 3.184], [1.232, -0.141, 1.446], [1.739, 0.728, 2.480], [-2.465, -1.012, -0.845], [-3.694, -0.666, 0.414], [-2.224, -1.565, 0.839], [-2.258, -0.940, 3.052], [-0.549, -1.414, 2.838], [-1.010, -0.393, 4.213], [1.367, 0.297, 3.396], [2.825, 0.707, 2.469], [1.374, 1.741, 2.346]],
  "gap_ev": 6.1,
  "homo_energy_ev": -12.1,
  "total_charge": 1
}



Record 2
{
  "formula": "C8H10MnO5P",
  "method": "ωB97M-V/def2-TZVPD",
  "species": ["O", "C", "Mn", "O", "C", "C", "O", "C", "O", "C", "O", "H", "C", "P", "C", "C", "H", "H", "H", "H", "H", "H", "H", "H", "H"],
  "positions_angstrom": [[-0.138, 4.472, 1.583], [0.301, 3.431, 1.201], [0.687, 0.489, -1.530], [-2.255, 1.863, -1.788], [-1.172, 1.529, -1.518], [1.107, -0.991, -2.674], [1.136, -1.786, -3.567], [2.172, -0.722, -1.486], [3.243, -1.144, -1.128], [1.448, 2.064, -2.123], [1.708, 2.892, -2.929], [0.905, -0.114, -0.006], [-1.123, -1.924, -0.011], [-0.300, -0.432, 0.648], [-1.691, 0.354, 1.627], [0.763, -1.104, 1.964], [-1.937, -1.610, -0.682], [-1.531, -2.546, 0.798], [-0.386, -2.495, -0.587], [-2.018, -0.333, 2.443], [-1.372, 1.315, 2.077], [-2.559, 0.534, 0.949], [0.206, -1.714, 2.673], [1.555, -1.722, 1.543], [1.252, -0.308, 2.527]],
  "gap_ev": [6.5, 7.2],
  "s_squared": 8.845,
  "homo_energy_ev": [-10.8, -12.9],
  "multiplicity": 6,
  "total_charge": 1
}



Record 3
{
  "formula": "C8H10MoN4O7S",
  "method": "ωB97M-V/def2-TZVPD",
  "species": ["Mo", "O", "C", "C", "C", "C", "C", "C", "N", "H", "H", "H", "H", "H", "H", "H", "N", "N", "C", "O", "O", "H", "H", "H", "N", "C", "O", "S", "O", "O", "O"],
  "positions_angstrom": [[-0.714, -0.956, -0.294], [-0.518, -0.757, 2.029], [-0.273, 0.614, 2.457], [0.516, 1.333, 1.436], [1.287, 2.427, 1.817], [1.949, 3.183, 0.851], [1.748, 2.827, -0.477], [1.009, 1.704, -0.838], [0.400, 0.933, 0.121], [-1.321, -1.133, 2.444], [0.298, 0.624, 3.388], [-1.235, 1.117, 2.633], [1.316, 2.723, 2.863], [2.551, 4.045, 1.142], [2.177, 3.401, -1.308], [0.960, 1.382, -1.886], [1.040, -2.302, -0.075], [1.898, -2.379, -1.196], [1.336, -1.940, -2.469], [2.189, -2.215, -3.343], [0.176, -1.377, -2.506], [1.574, -2.128, 0.787], [0.555, -3.215, 0.100], [2.867, -2.715, -1.147], [-1.853, -2.827, -0.401], [-3.068, -2.656, -0.628], [-4.089, -2.410, -1.307], [-3.310, 0.477, -1.079], [-4.594, 1.099, -1.403], [-2.712, 0.588, 0.302], [-2.158, 0.535, -2.011]],
  "gap_ev": 5.3,
  "homo_energy_ev": -16.3,
  "total_charge": 2
}



Record 4
{
  "formula": "C8H10N2",
  "method": "ωB97M-V/def2-TZVPD",
  "species": ["C", "C", "C", "C", "C", "C", "C", "C", "N", "N", "H", "H", "H", "H", "H", "H", "H", "H", "H", "H"],
  "positions_angstrom": [[-1.612, 0.886, -1.691], [-0.616, -0.039, -2.158], [-1.502, 1.629, -0.570], [0.450, -0.384, -1.416], [-0.738, 0.957, 1.724], [-0.281, 1.450, 0.389], [0.676, 0.150, -0.038], [0.792, -2.049, 1.173], [-0.432, -0.197, 2.050], [0.211, -0.786, 0.989], [-2.530, 0.963, -2.279], [-0.669, -0.743, -2.984], [-2.167, 2.440, -0.412], [1.231, -1.155, -1.662], [-1.155, 1.604, 2.571], [0.277, 2.336, 0.311], [1.632, 0.535, 0.248], [1.732, -1.944, 1.790], [0.077, -2.707, 1.878], [1.112, -2.491, 0.167]],
  "gap_ev": 8.4,
  "homo_energy_ev": -7.8,
  "smiles": "CN1N=C[C@@H]2C=CC=C[C@@H]21"
}



| no. | energy (eV) |
| --- | --- |
| 1 | -39557.87512 |
| 2 | -59290.68199 |
| 3 | -41418.67331 |
| 4 | -11434.92787 |